# C19H31ClN2OTc

A structure of composition C19H31ClN2OTc (the ωB97M-V functional and the def2-TZVPD basis, the Open Molecules 2025 dataset).

Calculated values
Lowest unoccupied orbital energy (spin up / spin down), eV: -5.08 / -10.34
HOMO energy (spin up / spin down), eV: -12.4733 / -13.9016
Spin multiplicity: 4
Energy, hartree: -1467.5973
Charge: +2

Element x y z (Å)
C (-0.58, 4.96, -2.68)
C (-1.04, 4.63, -4.08)
C (-1.59, 5.78, -1.91)
C (0.80, 5.55, -2.64)
Cl (-0.55, 3.18, -1.50)
H (-1.76, 6.79, -2.37)
H (-1.25, 5.92, -0.88)
H (-2.55, 5.25, -1.88)
H (-1.16, 5.54, -4.73)
H (-2.00, 4.10, -4.05)
H (-0.31, 3.96, -4.57)
H (0.87, 6.55, -3.16)
H (1.52, 4.87, -3.13)
H (1.13, 5.68, -1.60)
C (-1.51, -1.04, 0.19)
C (-2.07, 0.04, 0.96)
C (-2.59, 1.04, 0.05)
H (-2.19, 0.02, 2.03)
C (-2.52, 0.45, -1.28)
C (-1.89, -0.83, -1.18)
H (-1.81, -1.59, -1.95)
H (-1.01, -1.93, 0.61)
H (-3.10, 1.96, 0.35)
H (-2.96, 0.91, -2.17)
C (1.53, 0.50, 1.05)
C (0.41, 0.20, 1.89)
C (-0.29, 1.43, 2.12)
H (0.23, -0.77, 2.33)
C (0.35, 2.48, 1.38)
C (1.54, 1.91, 0.80)
H (2.33, 2.44, 0.27)
H (2.25, -0.24, 0.74)
H (-1.18, 1.54, 2.73)
H (0.02, 3.51, 1.35)
Tc (-0.43, 0.97, 0.05)
C (2.89, -2.66, 2.45)
N (1.89, -3.70, 2.19)
C (1.82, -4.81, 3.13)
C (1.35, -3.63, 0.92)
O (1.69, -2.67, 0.20)
N (0.44, -4.56, 0.43)
C (-0.11, -5.75, 1.02)
C (-0.05, -4.35, -0.90)
H (3.41, -2.95, 3.41)
H (2.39, -1.64, 2.56)
H (3.64, -2.59, 1.60)
H (0.81, -4.94, 3.54)
H (2.16, -5.75, 2.66)
H (2.49, -4.59, 3.97)
H (-1.14, -5.58, 1.39)
H (-0.17, -6.50, 0.20)
H (0.49, -6.18, 1.83)
H (-1.11, -4.05, -0.89)
H (0.52, -3.57, -1.41)
H (0.01, -5.29, -1.45)